[1]
The ion C4H9N2S with charge +1 at a distorted geometry. Source: the Open Molecules 2025 dataset; level of theory: ωB97M-V/def2-TZVPD.

Structure (XYZ):
```
16
Properties=species:S:1:pos:R:3:forces:R:3:nbo_charge:R:1
C 0.924529 -0.170145 0.231109 -0.9 1.1 1.0 -0.181
C 0.285755 1.295046 -0.273859 1.5 -0.5 -0.5 -0.107
C -1.112585 1.651496 0.011206 -1.4 0.7 2.7 -0.720
C 0.245164 -1.214634 -0.570002 0.5 -1.1 -0.5 0.301
N 2.349992 -0.202792 0.092244 -2.2 -0.7 1.2 -0.831
N -0.837460 -1.758990 -0.158274 1.4 0.3 -1.4 -0.599
S 1.289404 2.325307 -0.991090 -0.1 -0.3 0.2 0.222
H 0.504563 -0.190705 1.359610 0.8 -0.2 -2.2 0.224
H -1.489638 2.462631 -0.646317 0.4 -0.6 0.5 0.281
H -1.834615 0.816087 -0.012506 0.3 0.2 -0.1 0.220
H -1.172625 2.067912 1.155292 0.2 -0.9 -2.6 0.276
H 0.603712 -1.776068 -1.471293 0.4 1.5 0.5 0.248
H 2.713694 -1.101709 -0.195827 0.5 0.7 -0.2 0.398
H -1.101941 -1.487244 0.725153 -1.7 0.3 2.4 0.421
H 2.607607 0.701434 -0.248217 1.3 0.1 -0.8 0.405
H -1.244145 -2.474745 -0.707289 -0.9 -0.8 -0.1 0.441
```
Forces are in eV/Å.

The value obtained for the LUMO energy is -0.1978 Ha. Its total charge is +1. The value obtained for the max |F| is 3.1 eV Å⁻¹. Its HOMO energy is -13.05 eV.


[2]
A structure of composition C4H9N2S at a distorted geometry. Source: the Open Molecules 2025 dataset; level of theory: ωB97M-V/def2-TZVPD.

Structure (XYZ):
```
16
Properties=species:S:1:pos:R:3:forces:R:3:nbo_charge:R:1
C -2.554393 1.727625 1.390545 -1.9 -0.2 -1.1 -0.251
C -1.725722 2.032557 2.166608 -0.7 -0.5 -0.8 -0.200
C 0.382060 -0.394121 0.125633 -2.0 0.4 1.4 0.175
C 1.116258 -1.403615 -0.575726 1.1 -0.8 -0.3 -0.130
N -0.680222 0.299043 -0.337640 2.6 -1.1 -0.6 -0.712
N 0.647080 -1.660270 -1.851408 -1.3 2.2 2.7 -0.791
S 2.511516 -0.072996 -0.646473 0.2 0.7 -0.5 0.059
H -3.404927 1.630373 0.771111 -0.2 -0.4 -0.3 0.258
H 0.540464 -0.396268 1.233614 -0.2 0.5 -1.1 0.263
H 1.564226 -2.182991 0.037675 -0.6 -0.2 -0.2 0.275
H 0.457532 -0.720991 -2.154558 -0.2 -0.7 -2.1 0.364
H -0.897047 0.394363 -1.354195 0.1 -0.2 1.5 0.425
H -1.115936 2.474920 2.808472 2.5 1.3 2.5 0.230
H 0.954047 -2.396522 -2.390283 1.0 -1.3 -1.6 0.426
H -1.007588 0.984432 0.326770 -0.6 0.5 -0.1 0.449
H 3.212650 -0.315539 0.449855 0.1 -0.2 0.6 0.160
```
Forces are in eV/Å.

The value obtained for the LUMO energy is -0.1556 Ha. Its total charge is +1. The value obtained for the max |F| is 3.8 eV Å⁻¹. Its HOMO energy is -14.07 eV.


[3]
The ion C4H9N2S with charge +1 at a distorted geometry. Source: the Open Molecules 2025 dataset; level of theory: ωB97M-V/def2-TZVPD.

Structure (XYZ):
```
16
Properties=species:S:1:pos:R:3:forces:R:3:nbo_charge:R:1
C -0.599665 -0.986918 -0.027162 2.9 2.6 -0.9 0.561
C -0.696747 1.599959 0.348553 0.1 -2.1 0.5 -0.608
C 0.166931 0.678305 -0.475850 -2.3 -3.9 -1.9 -0.204
C 1.635920 0.488770 -0.279912 0.7 -0.2 0.2 -0.645
N -1.728762 -0.799257 0.542786 0.0 -2.9 0.0 -0.785
N 0.180104 -2.046007 -0.236873 -2.2 0.3 1.1 -0.736
S -2.410360 0.905388 0.541583 -1.6 3.6 0.2 0.654
H -0.340411 1.669092 1.393639 0.0 0.1 -0.4 0.263
H -0.873438 2.557178 -0.053481 0.0 1.1 -0.5 0.267
H -0.041174 0.641321 -1.637556 -0.1 0.6 2.4 0.253
H 2.018362 1.202421 0.428227 0.2 -0.2 1.0 0.245
H 2.165834 0.808743 -1.163469 0.1 -0.4 -0.5 0.249
H 1.905214 -0.584667 -0.033167 0.2 1.8 0.0 0.201
H -2.523362 -1.444399 0.762263 1.4 0.2 -0.3 0.447
H 1.115043 -1.913089 -0.549263 0.4 0.0 -0.4 0.419
H 0.026512 -2.776840 0.439683 0.1 -0.7 -0.4 0.421
```
Forces are in eV/Å.

The value obtained for the LUMO energy (spin up / spin down) is -0.1196 / -0.2482 Ha. Its total charge is +1. The value obtained for the max |F| is 4.9 eV Å⁻¹. As for the spin multiplicity: 3. Its HOMO energy (spin up / spin down) is -10.57 / -15.15 eV. The expectation value of S² is 2.01.


[4]
The molecule C4H9N3 at a distorted geometry. Source: the Open Molecules 2025 dataset; level of theory: ωB97M-V/def2-TZVPD.

Structure (XYZ):
```
16
Properties=species:S:1:pos:R:3:forces:R:3:nbo_charge:R:1
C -0.498586 -1.128896 -0.173691 -2.0 -3.0 -0.6 -0.057
C 0.242569 -0.702606 1.119797 0.3 -0.4 -1.0 -0.246
C -0.245692 0.250835 -0.735004 0.5 -0.8 -1.9 -0.258
C 0.491190 2.757635 0.573488 0.8 -0.2 -0.7 -0.099
H 0.588718 -2.355952 -1.761594 -0.6 0.5 0.5 0.373
H -0.730399 -3.038641 -0.955043 -0.1 -0.4 -0.5 0.363
H -1.653889 -1.296186 -0.052840 2.2 0.0 0.0 0.189
H 1.095164 -1.324732 1.433753 -0.5 0.1 -0.1 0.210
H -0.439649 -0.477609 1.956670 0.4 0.1 -0.4 0.208
H -1.132232 0.918087 -0.763717 0.6 -0.4 0.2 0.209
H 0.188557 0.176022 -1.776538 -0.1 0.6 1.1 0.197
H -0.215738 3.589688 0.622259 0.7 0.2 0.7 0.184
H 1.467352 2.875284 -0.037723 -1.8 -0.4 0.7 0.172
N 0.045670 -2.412895 -0.894976 -0.4 2.1 1.5 -0.875
N 0.703280 0.520734 0.371695 -0.7 1.1 2.0 -0.294
N 0.093684 1.649232 1.073465 0.6 0.9 -1.6 -0.277
```
Forces are in eV/Å.

The value obtained for the LUMO energy is 0.0407 Ha. The value obtained for the max |F| is 3.6 eV Å⁻¹. Its HOMO energy is -8.78 eV.


[5]
The molecule C4H9N3 at a distorted geometry. Source: the Open Molecules 2025 dataset; level of theory: ωB97M-V/def2-TZVPD.

Structure (XYZ):
```
16
Properties=species:S:1:pos:R:3:forces:R:3:nbo_charge:R:1
C 0.974381 0.127205 -0.692680 1.1 -1.1 3.3 0.420
C 0.067466 0.792329 0.337207 -3.0 -3.8 -1.4 -0.099
C -0.660032 -0.272183 1.269794 -7.1 12.4 -1.0 -0.374
C -1.805271 -0.195122 0.255115 5.7 2.5 -0.6 -0.209
H 2.731564 -1.143442 -0.752430 -2.8 0.7 2.4 0.395
H 1.879798 -0.959141 0.888473 0.4 0.1 -0.7 0.395
H 1.857695 0.058761 -2.422528 -3.3 2.1 1.7 0.299
H 0.604507 1.475183 0.843505 1.7 2.9 1.5 0.195
H -0.190347 -1.019474 1.266451 6.2 -11.2 1.3 0.164
H -1.140968 0.234320 2.138214 1.4 -0.8 0.1 0.216
H -2.721088 -0.142729 0.533423 -6.0 0.5 2.5 0.173
H -1.762386 -0.959952 -0.417041 0.5 -2.0 -2.5 0.165
H -1.361129 1.140886 -1.051624 -0.9 0.6 -16.0 0.320
N 1.823553 -0.924082 -0.128848 1.1 0.9 -3.2 -0.880
N 0.959995 0.633055 -1.831180 3.8 -2.4 -3.6 -0.644
N -1.257739 1.154384 -0.235851 1.0 -1.6 16.2 -0.537
```
Forces are in eV/Å.

The value obtained for the LUMO energy is 0.0300 Ha. The value obtained for the max |F| is 16.3 eV Å⁻¹. Its HOMO energy is -9.20 eV.


[6]
The molecule C4H9N3. Source: the Open Molecules 2025 dataset; level of theory: ωB97M-V/def2-TZVPD.

Structure (XYZ):
```
16
Properties=species:S:1:pos:R:3:forces:R:3:nbo_charge:R:1
C -0.259510 1.916017 1.176005 0.0 0.0 0.0 -0.679
C -0.023157 -0.709904 -1.076545 -0.1 0.1 0.1 0.307
C 0.182447 -0.454379 0.249448 -0.1 0.1 -0.2 -0.053
N 0.277141 -1.820134 -1.840675 0.0 0.0 0.0 -0.819
N 1.082094 -0.962376 1.202275 0.1 0.0 0.1 -0.832
C -0.687533 0.682905 0.438602 0.0 -0.1 -0.4 0.005
N -0.747467 0.358219 -1.591035 0.1 0.0 0.5 -0.669
H -0.034591 -1.754241 -2.798341 0.0 0.0 0.1 0.392
H 0.096412 -2.720972 -1.419989 0.0 0.1 0.0 0.379
H 1.858264 -1.470081 0.801957 -0.1 0.0 0.0 0.376
H 0.666454 -1.484127 1.963468 0.0 0.0 -0.1 0.367
H -0.159290 1.184400 -1.640437 0.0 -0.1 0.1 0.345
H -1.759657 0.522320 0.405624 0.0 0.0 0.0 0.202
H 0.822850 2.046912 1.151715 0.0 0.0 0.0 0.221
H -0.571203 1.865715 2.226186 0.0 0.0 -0.1 0.231
H -0.743254 2.799729 0.751744 0.0 -0.1 0.0 0.227
```
Forces are in eV/Å.

The value obtained for the LUMO energy is 0.0351 Ha. The value obtained for the max |F| is 0.5 eV Å⁻¹. Its HOMO energy is -7.35 eV.


[7]
A cluster of 2 separate species, C4H9N3 in total at a distorted geometry. Source: the Open Molecules 2025 dataset; level of theory: ωB97M-V/def2-TZVPD.

Structure (XYZ):
```
16
Properties=species:S:1:pos:R:3:forces:R:3:nbo_charge:R:1
C 1.253116 0.222813 0.460913 -0.3 0.5 -0.6 -0.407
C 0.707501 -2.162361 0.584297 -0.9 -0.1 0.2 -0.390
N 0.221307 -0.816560 0.172441 0.6 -0.1 0.7 -0.496
C -1.092062 -0.544079 0.459303 0.8 -1.1 -0.1 0.427
N -2.240476 -0.530172 0.620478 0.7 0.3 0.0 -0.382
H 1.353041 0.855067 -0.424718 -0.3 0.3 0.4 0.220
H 0.100103 -2.937731 0.110240 0.1 0.1 0.0 0.214
H 1.010886 0.813770 1.347244 0.0 0.0 -0.2 0.211
H 2.258735 -0.188756 0.575552 -0.4 -0.5 0.2 0.206
H 0.623279 -2.278258 1.668243 0.0 -0.1 0.0 0.190
H 1.755920 -2.309539 0.315905 -0.3 0.3 -0.2 0.209
C -1.169172 1.649215 -1.419132 1.4 -0.4 1.1 -0.052
N -0.671700 2.570864 -0.669486 -0.8 -1.3 -0.5 -0.633
H -1.387719 3.270885 -0.438704 0.3 0.0 -0.5 0.338
H -2.193929 1.733157 -1.816689 0.4 -0.5 0.0 0.169
H -0.528828 0.651685 -1.545886 -1.5 2.4 -0.4 0.177
```
Forces are in eV/Å.

The value obtained for the LUMO energy is 0.0317 Ha. The value obtained for the max |F| is 2.8 eV Å⁻¹. Its HOMO energy is -9.49 eV.


[8]
The molecule C4H9N3 at a distorted geometry. Source: the Open Molecules 2025 dataset; level of theory: ωB97M-V/def2-TZVPD.

Structure (XYZ):
```
16
Properties=species:S:1:pos:R:3:forces:R:3:nbo_charge:R:1
C 0.399130 0.321809 -0.158676 -1.9 2.4 0.8 0.399
C -0.854559 1.234431 -0.213851 1.0 -1.6 -2.8 -0.437
C -1.934462 0.301928 0.340485 -1.5 4.1 1.1 -0.417
C -1.498003 -1.004157 -0.051615 -1.3 -3.1 0.5 -0.231
H 3.344051 0.018617 0.360084 0.6 0.0 -0.1 0.359
H 2.405878 -0.882959 -0.651739 0.5 -0.2 0.5 0.338
H -0.889538 1.314327 -1.327487 -0.8 0.5 0.5 0.207
H -0.735373 2.185881 0.217220 0.2 1.0 0.6 0.232
H -3.038972 0.554898 0.199677 1.5 -0.3 -0.6 0.222
H -1.856450 0.480957 1.397847 0.2 -0.4 0.9 0.200
H -1.801422 -1.698855 0.771806 0.8 0.1 -0.6 0.198
H -2.129992 -1.340550 -0.872298 0.7 -0.2 -0.7 0.191
H 0.412529 -1.526145 0.356231 1.2 -1.4 0.8 0.392
N 2.427690 -0.360940 0.234840 0.6 -1.3 -0.7 -0.684
N 1.579754 0.713185 0.053209 -0.9 1.0 0.4 -0.338
N -0.062208 -0.956565 -0.280820 -0.7 -0.6 -0.6 -0.631
```
Forces are in eV/Å.

The value obtained for the LUMO energy is 0.0388 Ha. The value obtained for the max |F| is 4.5 eV Å⁻¹. Its HOMO energy is -8.22 eV.


[9]
A cluster of 2 separate species, C4H9N3 in total at a distorted geometry. Source: the Open Molecules 2025 dataset; level of theory: ωB97M-V/def2-TZVPD.

Structure (XYZ):
```
16
Properties=species:S:1:pos:R:3:forces:R:3:nbo_charge:R:1
C -2.455922 -0.156410 0.165088 0.2 -0.7 2.1 0.237
C 0.623454 -0.746535 -0.712986 -0.2 1.5 -1.0 -0.237
C 1.957809 0.067175 -0.250957 2.8 -2.2 0.2 -0.424
C 0.898555 1.037171 0.429499 1.7 1.8 1.4 -0.265
H -1.594739 0.792578 -1.218191 -3.5 0.5 1.7 0.388
H -3.079898 -0.835721 0.897943 0.0 1.8 -2.0 0.173
H -0.593886 -1.207958 1.227154 -2.8 3.0 -1.9 0.369
H 0.210102 -1.358926 -1.598051 1.2 1.5 0.8 0.230
H 0.602919 -1.400216 0.111010 0.0 -1.4 0.5 0.157
H 2.489618 -0.813742 0.558784 -1.2 3.2 -2.4 0.206
H 3.093728 0.512621 -1.036168 -4.2 -1.2 2.4 0.237
H 0.969392 2.063521 0.013876 0.1 -0.5 0.3 0.214
H 0.985120 1.219831 1.639770 -0.6 -1.0 -3.0 0.221
N -2.670866 0.700627 -0.769540 1.6 -2.3 -0.4 -0.689
N -1.135121 -0.283100 0.744181 1.0 -0.3 -0.2 -0.520
N -0.300264 0.409077 -0.201416 3.7 -3.6 1.7 -0.296
```
Forces are in eV/Å.

The value obtained for the LUMO energy is 0.0226 Ha. The value obtained for the max |F| is 5.5 eV Å⁻¹. Its HOMO energy is -8.75 eV.


[10]
The molecule C4H9N3 at a distorted geometry. Source: the Open Molecules 2025 dataset; level of theory: ωB97M-V/def2-TZVPD.

Structure (XYZ):
```
16
Properties=species:S:1:pos:R:3:forces:R:3:nbo_charge:R:1
C 1.223812 0.191191 -0.032936 1.6 2.3 2.7 0.431
C 1.719293 -1.205236 0.275633 -0.6 -0.4 -1.0 -0.674
N 2.198530 1.037481 -0.502570 -0.8 -0.9 0.2 -0.774
N -3.197132 -0.125875 -0.268198 -0.2 -0.2 -0.4 -0.821
C -2.142509 0.696613 0.164589 0.3 -0.1 0.4 -0.125
N 0.256684 0.791307 0.739285 1.9 0.9 -1.1 -0.532
C -0.869473 0.302414 0.255334 0.3 -2.5 -2.4 -0.014
H -0.302367 -0.491138 -0.628138 -2.7 0.3 1.3 0.079
H 3.106870 0.692424 -0.763623 0.0 0.2 0.0 0.389
H 1.968607 2.013800 -0.587907 0.1 -0.1 0.0 0.411
H -4.093273 0.131489 0.119719 0.1 0.0 0.0 0.371
H -3.025904 -1.113799 -0.132664 0.0 0.2 0.0 0.368
H -2.386553 1.737715 0.323250 -0.1 0.0 0.4 0.200
H 2.046061 -1.700991 -0.640623 0.1 -0.1 0.1 0.218
H 2.567129 -1.147057 0.963260 -0.1 0.2 0.0 0.228
H 0.930224 -1.810339 0.715589 0.0 0.1 0.0 0.245
```
Forces are in eV/Å.

The value obtained for the LUMO energy (spin up / spin down) is 0.0286 / 0.0286 Ha. The value obtained for the max |F| is 3.9 eV Å⁻¹. Its HOMO energy (spin up / spin down) is -6.39 / -6.39 eV.


[11]
The molecule C4H9N3 at a distorted geometry. Source: the Open Molecules 2025 dataset; level of theory: ωB97M-V/def2-TZVPD.

Structure (XYZ):
```
16
Properties=species:S:1:pos:R:3:forces:R:3:nbo_charge:R:1
C 1.360268 1.232932 -0.477437 0.0 0.3 0.5 -0.669
N -0.317100 -0.060655 1.718942 2.2 -1.5 -0.9 -0.432
N -1.719548 -0.072331 -1.311869 -0.2 -0.1 0.3 -0.803
C -1.249185 -0.571747 -0.112305 -3.4 0.5 0.9 0.178
C 0.655348 -0.826229 0.758383 1.7 1.1 3.1 -0.110
C 1.567077 -0.159075 0.015190 -0.7 -0.3 0.2 -0.209
N -1.476501 0.077553 1.040023 -0.8 0.5 -3.1 -0.343
H -0.452892 -0.346969 2.694428 0.3 -0.3 -0.4 0.359
H -2.228773 -0.701837 -1.912893 0.1 -0.1 0.0 0.376
H -2.142040 0.842577 -1.250900 0.1 0.1 0.1 0.389
H -1.200149 -1.662989 -0.096476 1.0 0.3 -0.1 0.190
H 0.873366 -1.847677 1.057710 -0.1 0.0 -0.2 0.197
H 2.452656 -0.690917 -0.306580 -0.2 -0.3 -0.3 0.205
H 0.726808 1.254095 -1.369206 0.0 -0.1 0.0 0.228
H 0.841904 1.828242 0.284481 0.1 0.0 -0.1 0.228
H 2.308763 1.705024 -0.731492 0.0 0.1 0.0 0.216
```
Forces are in eV/Å.

The value obtained for the LUMO energy (spin up / spin down) is 0.0317 / 0.0317 Ha. The value obtained for the max |F| is 3.7 eV Å⁻¹. Its HOMO energy (spin up / spin down) is -6.79 / -6.79 eV.


[12]
A structure of composition C4H9N3 at a distorted geometry. Source: the Open Molecules 2025 dataset; level of theory: ωB97M-V/def2-TZVPD.

Structure (XYZ):
```
16
Properties=species:S:1:pos:R:3:forces:R:3:nbo_charge:R:1
C 1.547130 -1.023453 0.557488 -0.1 0.1 0.0 -0.402
C 0.223585 0.867302 1.370449 0.0 -0.1 -0.1 -0.408
N 0.267589 -0.333418 0.547030 0.1 0.1 -0.1 -0.413
C -0.524416 -0.413602 -0.553169 0.2 0.4 -0.9 0.126
C -1.903052 0.096907 -0.613848 0.0 0.5 -0.5 -0.135
N -1.902474 0.746547 -1.742703 -0.4 -0.4 0.5 -0.197
N -0.561055 0.792696 -1.981291 0.4 -0.5 0.9 -0.531
H -0.369286 0.622636 -2.972631 0.0 -0.1 0.1 0.336
H -0.335962 -1.294479 -1.160945 -0.1 0.0 0.1 0.214
H -2.709527 0.030567 0.098714 -0.1 -0.1 0.0 0.200
H 1.053322 1.539041 1.122110 0.0 0.0 0.0 0.191
H 1.479144 -1.939552 -0.027172 0.0 0.0 0.0 0.208
H 1.810371 -1.287297 1.583638 0.0 0.0 0.0 0.203
H 2.345918 -0.395620 0.144783 0.0 0.0 0.0 0.189
H 0.290234 0.595143 2.426344 0.0 0.0 0.0 0.198
H -0.711521 1.396583 1.201201 0.0 0.0 0.0 0.222
```
Forces are in eV/Å.

The value obtained for the LUMO energy is 0.0329 Ha. The value obtained for the max |F| is 1.1 eV Å⁻¹. Its HOMO energy is -8.07 eV.


> Which of these has the lowest max |F|?

number 6